Entry 1:
Below is C44H47Cl2EuN2OS3 as an isolated structure, with properties calculated with the ωB97M-V functional and the def2-TZVPD basis.

Properties
lowest unoccupied orbital energy (spin up / spin down): -6.411 / -6.060 eV
ΔE to the lowest compared entry with this formula, charge and spin: 0.00 kcal/mol
2S+1: 7
strongest force on any atom: 0.00919 Eh/bohr
gap between HOMO and LUMO (spin up / spin down): 5.97 / 6.35 eV
total charge: +2

Last column: Löwdin charge in e.
CARTESIAN COORDINATES (ANGSTROEM)
Eu 0.15 -0.22 0.02  1.397
C 3.23 -2.04 0.25  -0.064
C 2.59 -2.66 1.50  -0.355
C 2.14 -4.09 1.24  -0.054
C 1.48 -1.76 2.01  -0.261
C 1.79 -0.48 2.49  -0.104
C 0.80 0.38 2.97  -0.074
C -0.55 -0.01 2.99  -0.330
C -1.61 0.86 3.59  -0.040
C -0.86 -1.28 2.51  -0.074
C 0.14 -2.15 2.05  -0.095
H 3.99 -2.71 -0.17  0.095
H 3.72 -1.09 0.47  0.055
H 2.48 -1.86 -0.53  0.039
H 3.35 -2.69 2.28  0.151
H 1.43 -4.14 0.41  0.071
H 1.69 -4.55 2.12  0.095
H 3.00 -4.70 0.97  0.093
H 2.82 -0.16 2.54  0.121
H 1.08 1.34 3.39  0.134
H -1.75 0.59 4.64  0.105
H -2.56 0.73 3.08  0.092
H -1.33 1.91 3.55  0.074
H -1.88 -1.63 2.55  0.135
H -0.13 -3.14 1.74  0.098
S 1.15 0.23 -2.63  0.693
C 2.32 1.43 -2.72  -0.644
N 2.60 2.08 -3.82  -0.072
C 3.69 3.06 -3.86  -0.070
C 4.82 2.55 -3.01  -0.071
N 4.31 2.32 -1.65  -0.074
C 5.23 2.73 -0.57  -0.095
C 5.38 4.23 -0.54  -0.232
C 4.26 5.03 -0.29  -0.041
C 4.39 6.41 -0.28  -0.062
C 5.63 7.00 -0.50  -0.062
C 6.74 6.20 -0.75  -0.057
C 6.61 4.82 -0.77  -0.041
C 3.12 1.81 -1.47  -0.644
S 2.45 1.58 0.06  0.663
C 1.89 1.88 -5.10  -0.094
C 2.77 1.15 -6.09  -0.226
C 3.17 1.78 -7.26  -0.040
C 3.99 1.12 -8.17  -0.057
C 4.42 -0.17 -7.90  -0.063
C 4.02 -0.80 -6.73  -0.066
C 3.20 -0.15 -5.83  -0.044
H 3.33 4.03 -3.51  0.153
H 4.01 3.16 -4.89  0.139
H 5.61 3.30 -2.95  0.138
H 5.23 1.63 -3.42  0.153
H 6.19 2.25 -0.76  0.140
H 4.84 2.34 0.37  0.085
H 3.30 4.57 -0.09  0.099
H 3.52 7.03 -0.07  0.111
H 5.73 8.07 -0.48  0.114
H 7.71 6.66 -0.92  0.115
H 7.49 4.20 -0.95  0.119
H 1.66 2.88 -5.48  0.139
H 0.96 1.36 -4.90  0.090
H 2.83 2.79 -7.47  0.119
H 4.30 1.62 -9.08  0.115
H 5.06 -0.68 -8.61  0.114
H 4.35 -1.82 -6.53  0.109
H 2.88 -0.65 -4.92  0.088
Cl -0.87 2.29 0.62  0.670
C -2.46 2.52 -0.12  -0.606
C -3.01 3.78 -0.02  -0.105
C -4.25 4.00 -0.59  -0.059
C -4.90 2.97 -1.24  -0.091
C -4.32 1.71 -1.32  -0.683
Cl -5.19 0.47 -2.14  0.700
C -3.06 1.44 -0.76  -0.707
S -2.36 -0.17 -0.85  0.515
H -2.47 4.57 0.49  0.112
H -4.71 4.98 -0.52  0.119
H -5.87 3.12 -1.68  0.115
C -2.92 -7.26 -4.08  -0.020
C -2.13 -6.11 -3.53  -0.208
C -1.08 -5.56 -4.25  0.015
C -0.34 -4.50 -3.76  -0.170
C 0.77 -3.94 -4.61  -0.033
C -0.68 -3.97 -2.48  -0.096
C 0.10 -2.88 -2.02  -0.170
O 0.00 -2.26 -0.94  -0.282
C -1.77 -4.52 -1.73  -0.155
C -2.18 -4.01 -0.38  -0.019
C -2.46 -5.58 -2.28  0.015
H -2.54 -7.59 -5.04  0.085
H -3.97 -6.98 -4.19  0.100
H -2.88 -8.11 -3.39  0.099
H -0.83 -5.97 -5.22  0.126
H 0.84 -4.51 -5.54  0.086
H 1.75 -4.01 -4.12  0.092
H 0.60 -2.90 -4.87  0.089
H 0.90 -2.56 -2.69  0.084
H -1.40 -4.21 0.36  0.078
H -3.09 -4.50 -0.06  0.092
H -2.36 -2.93 -0.39  0.034
H -3.29 -6.01 -1.72  0.132

=====

Entry 2:
Below is C44H47ClGe2N6OOsTe as an isolated structure, with properties calculated with the ωB97M-V functional and the def2-TZVPD basis.

Properties
lowest unoccupied orbital energy: -6.099 eV
ΔE to the lowest compared entry with this formula, charge and spin: 1.52 kcal/mol
strongest force on any atom: 0.01307 Eh/bohr
gap between HOMO and LUMO: 7.24 eV
total charge: +2

Last column: Löwdin charge in e.
CARTESIAN COORDINATES (ANGSTROEM)
Os 1.39 -1.53 -0.08  0.892
N 2.81 -0.44 3.73  0.079
C 1.74 -0.56 2.95  -0.081
N 2.14 -1.07 1.80  -0.058
C 3.49 -1.25 1.95  -0.293
N 3.93 -0.87 3.12  0.175
C 4.21 -1.84 0.84  -0.176
C 5.56 -2.13 0.83  -0.025
N 6.14 -2.73 -0.20  0.134
C 5.35 -3.07 -1.21  -0.056
C 3.99 -2.78 -1.23  -0.108
N 3.42 -2.13 -0.22  -0.113
H 2.86 -0.08 4.67  0.178
H 0.74 -0.26 3.21  0.109
H 6.18 -1.87 1.68  0.135
H 5.80 -3.60 -2.05  0.131
H 3.36 -3.08 -2.05  0.068
Cl 1.20 -3.80 0.51  0.091
C -7.67 3.02 3.12  -0.025
C -6.48 2.26 2.61  -0.229
C -6.16 1.00 3.10  0.011
C -5.07 0.28 2.64  -0.287
C -4.84 -1.11 3.17  -0.045
C -4.27 0.88 1.65  -0.325
Te -2.60 -0.23 1.02  1.976
N 0.16 -0.13 0.20  -0.161
C -0.18 1.06 0.39  -0.527
O -1.47 1.35 0.78  -0.371
C 0.66 2.25 0.21  -0.167
C 2.05 2.16 0.35  -0.053
C 2.85 3.26 0.11  -0.061
C 2.27 4.46 -0.28  -0.049
C 0.90 4.56 -0.42  -0.046
C 0.09 3.46 -0.17  -0.011
C -1.80 -0.64 2.91  -0.404
C -1.64 0.46 3.76  -0.112
C -1.12 0.26 5.03  -0.061
C -0.76 -1.03 5.42  -0.050
C -0.92 -2.10 4.56  -0.021
C -1.45 -1.94 3.28  -0.312
C -1.68 -3.12 2.38  -0.073
C -4.61 2.10 1.06  -0.272
C -3.88 2.72 -0.10  -0.048
C -5.71 2.77 1.58  0.009
H -8.13 2.52 3.97  0.084
H -8.42 3.13 2.34  0.097
H -7.38 4.02 3.43  0.094
H -6.79 0.55 3.86  0.132
H -5.79 -1.56 3.45  0.101
H -4.19 -1.12 4.04  0.095
H -4.41 -1.78 2.42  0.054
H 2.50 1.22 0.65  0.079
H 3.92 3.19 0.23  0.113
H 2.90 5.32 -0.47  0.116
H 0.45 5.49 -0.74  0.118
H -0.98 3.53 -0.31  0.101
H -1.93 1.45 3.44  0.118
H -1.00 1.09 5.70  0.120
H -0.37 -1.20 6.41  0.121
H -0.64 -3.10 4.88  0.131
H -1.01 -3.94 2.64  0.080
H -1.49 -2.89 1.33  0.003
H -2.70 -3.49 2.48  0.096
H -3.44 1.98 -0.77  0.051
H -3.07 3.37 0.25  0.080
H -4.57 3.33 -0.68  0.097
H -5.98 3.73 1.14  0.135
C 1.39 -4.27 -2.80  -0.260
Ge 0.31 -2.67 -2.48  0.670
C -1.41 -3.04 -1.64  -0.258
C -0.07 -1.97 -4.29  -0.218
Ge 1.66 -0.43 -2.13  0.861
C 3.42 -0.36 -2.95  -0.360
C 3.76 -1.04 -4.11  -0.106
C 5.06 -1.00 -4.60  -0.058
C 6.03 -0.27 -3.92  -0.057
C 5.70 0.43 -2.77  -0.061
C 4.40 0.38 -2.28  -0.126
C 0.55 1.01 -2.79  -0.337
C 1.18 2.12 -3.34  -0.088
C 0.43 3.19 -3.83  -0.058
C -0.95 3.14 -3.78  -0.056
C -1.59 2.02 -3.25  -0.070
C -0.85 0.97 -2.75  -0.143
H 0.74 -4.98 -3.32  0.040
H 1.74 -4.74 -1.89  -0.023
H 2.22 -4.05 -3.47  0.021
H -1.95 -3.77 -2.26  0.039
H -2.01 -2.14 -1.58  -0.018
H -1.28 -3.47 -0.64  -0.037
H -0.56 -2.80 -4.81  0.045
H 0.83 -1.71 -4.84  0.015
H -0.74 -1.11 -4.28  0.012
H 3.01 -1.62 -4.65  0.090
H 5.31 -1.54 -5.50  0.115
H 7.04 -0.24 -4.30  0.116
H 6.45 1.00 -2.25  0.114
H 4.15 0.93 -1.38  0.087
H 2.26 2.16 -3.40  0.104
H 0.93 4.05 -4.25  0.116
H -1.54 3.96 -4.18  0.115
H -2.68 1.98 -3.24  0.108
H -1.35 0.10 -2.34  0.083

=====

Entry 3:
Below is C44H47F6GeHgN3O7PS2 as an isolated structure, with properties calculated with the ωB97M-V functional and the def2-TZVPD basis.

Properties
lowest unoccupied orbital energy: 2.428 eV
ΔE to the lowest compared entry with this formula, charge and spin: 0.00 kcal/mol
strongest force on any atom: 0.01853 Eh/bohr
gap between HOMO and LUMO: 7.49 eV
total charge: -1

Last column: Löwdin charge in e.
CARTESIAN COORDINATES (ANGSTROEM)
Hg -0.52 -0.29 0.87  0.928
C -2.39 -3.60 0.76  -0.105
O -1.45 -3.00 -0.10  -0.247
C -1.83 -3.10 -1.46  -0.199
C -0.88 -2.31 -2.32  -0.182
O -1.24 -0.94 -2.26  -0.188
C -0.71 -0.16 -3.32  -0.173
C 0.34 0.82 -2.86  -0.201
O -0.26 1.87 -2.12  -0.224
C 0.68 2.86 -1.78  -0.113
H -3.29 -2.97 0.87  0.077
H -1.91 -3.70 1.74  0.088
H -2.69 -4.59 0.41  0.091
H -2.85 -2.71 -1.60  0.105
H -1.82 -4.16 -1.77  0.123
H -0.94 -2.67 -3.35  0.129
H 0.15 -2.45 -1.97  0.105
H -1.54 0.39 -3.79  0.123
H -0.26 -0.81 -4.08  0.121
H 0.83 1.25 -3.75  0.131
H 1.11 0.31 -2.26  0.100
H 1.16 3.27 -2.67  0.092
H 1.44 2.46 -1.11  0.047
H 0.16 3.66 -1.25  0.077
N 2.80 1.56 1.97  -0.133
P 2.92 0.55 0.56  1.067
C 4.25 1.46 -0.33  -0.353
C 4.10 1.74 -1.68  -0.104
C 5.07 2.45 -2.38  -0.077
C 6.21 2.88 -1.73  -0.097
C 6.39 2.59 -0.38  -0.090
C 5.42 1.88 0.31  -0.101
C 3.93 -0.76 1.35  -0.362
C 3.60 -1.20 2.63  -0.108
C 4.34 -2.20 3.25  -0.083
C 5.42 -2.77 2.59  -0.099
C 5.75 -2.34 1.32  -0.081
C 5.02 -1.34 0.70  -0.108
C 1.76 2.33 2.43  -0.390
C 2.01 3.20 3.51  -0.031
C 0.97 3.96 4.00  -0.090
C -0.29 3.85 3.42  -0.077
C -0.43 2.97 2.37  -0.138
N 0.56 2.23 1.87  0.078
H 3.66 1.70 2.49  0.087
H 3.23 1.37 -2.21  0.075
H 4.94 2.65 -3.43  0.101
H 6.97 3.43 -2.27  0.096
H 7.29 2.91 0.13  0.097
H 5.59 1.63 1.35  0.102
H 2.74 -0.78 3.14  0.078
H 4.05 -2.54 4.23  0.101
H 5.99 -3.56 3.07  0.099
H 6.58 -2.79 0.79  0.108
H 5.30 -1.02 -0.29  0.095
H 3.00 3.26 3.95  0.103
H 1.14 4.63 4.84  0.101
H -1.14 4.42 3.77  0.096
H -1.38 2.85 1.89  0.068
C 0.07 -1.25 2.70  -0.301
H -0.82 -1.77 3.05  -0.051
H 0.37 -0.49 3.42  -0.037
H 0.87 -1.97 2.55  -0.049
F 0.53 -5.43 0.45  0.129
C 1.33 -5.26 -0.61  -0.674
F 2.01 -6.38 -0.80  0.135
F 0.56 -5.06 -1.68  0.129
S 2.44 -3.83 -0.27  0.583
O 1.58 -2.74 0.09  -0.319
O 3.36 -4.33 0.72  -0.265
N 3.08 -3.73 -1.71  -0.290
S 3.65 -2.44 -2.37  0.568
O 3.05 -1.21 -1.89  -0.336
O 5.07 -2.46 -2.55  -0.281
C 2.97 -2.62 -4.09  -0.667
F 3.77 -3.37 -4.85  0.133
F 2.89 -1.41 -4.65  0.116
F 1.75 -3.16 -4.11  0.123
C -5.43 -0.97 3.95  -0.109
C -6.06 -0.76 2.73  -0.098
C -5.33 -0.30 1.64  -0.125
C -3.96 -0.04 1.74  -0.341
C -3.36 -0.24 2.98  -0.139
C -4.08 -0.69 4.08  -0.092
Ge -2.85 0.65 0.23  0.916
C -3.92 0.19 -1.37  -0.296
C -3.95 1.05 -2.48  -0.113
C -4.63 0.71 -3.64  -0.097
C -5.31 -0.49 -3.73  -0.106
C -5.30 -1.35 -2.64  -0.095
C -4.62 -1.01 -1.48  -0.153
C -3.25 2.59 0.37  -0.324
C -2.66 3.52 -0.50  -0.138
C -2.95 4.87 -0.42  -0.090
C -3.83 5.34 0.54  -0.109
C -4.43 4.44 1.41  -0.098
C -4.15 3.08 1.31  -0.108
H -6.00 -1.34 4.80  0.093
H -7.12 -0.96 2.62  0.095
H -5.85 -0.13 0.71  0.094
H -2.31 -0.02 3.11  0.054
H -3.58 -0.84 5.03  0.098
H -3.44 2.00 -2.43  0.086
H -4.63 1.40 -4.48  0.097
H -5.83 -0.76 -4.63  0.092
H -5.84 -2.30 -2.69  0.098
H -4.63 -1.70 -0.65  0.084
H -1.98 3.17 -1.25  0.065
H -2.48 5.56 -1.10  0.098
H -4.05 6.40 0.62  0.092
H -5.13 4.79 2.16  0.094
H -4.62 2.40 2.01  0.088

=====

Entry 4:
Below is C44H47IrN4S3Si as an isolated structure, with properties calculated with the ωB97M-V functional and the def2-TZVPD basis.

Properties
lowest unoccupied orbital energy (spin up / spin down): 4.002 / 3.996 eV
ΔE to the lowest compared entry with this formula, charge and spin: 62.50 kcal/mol
2S+1: 5
strongest force on any atom: 0.01912 Eh/bohr
gap between HOMO and LUMO (spin up / spin down): 5.03 / 5.74 eV
total charge: -2

Last column: Löwdin charge in e.
CARTESIAN COORDINATES (ANGSTROEM)
Ir -0.47 -0.28 -0.08  1.070
C -3.56 5.75 -1.87  -0.189
Si -3.39 4.69 -0.32  0.491
C -4.89 3.61 -0.19  -0.207
C -3.44 5.88 1.14  -0.188
C -1.69 3.92 -0.33  -0.255
C -0.60 4.78 -0.19  -0.116
C 0.71 4.31 -0.18  -0.088
C 0.89 2.94 -0.25  -0.138
N -0.12 2.09 -0.34  -0.075
C -1.39 2.54 -0.46  -0.757
S -2.51 1.28 -0.78  0.647
H -4.49 6.34 -1.83  0.022
H -3.59 5.12 -2.77  0.030
H -2.72 6.44 -1.97  0.022
H -5.78 4.24 -0.04  0.029
H -4.80 2.92 0.66  0.009
H -5.02 3.00 -1.09  0.016
H -4.38 6.45 1.14  0.024
H -2.61 6.59 1.12  0.017
H -3.38 5.32 2.09  0.033
H -0.78 5.85 -0.08  0.089
H 1.56 4.98 -0.11  0.087
H 1.88 2.50 -0.25  0.091
S -1.11 -1.71 3.26  0.942
C -1.25 -2.90 1.84  -0.998
S 0.24 -3.91 1.72  0.646
C -2.17 -4.03 2.31  -0.361
C -3.32 -4.46 1.62  -0.234
N -4.29 -4.83 1.10  0.134
C -1.97 -4.64 3.59  -0.328
N -1.88 -5.18 4.61  0.114
C -3.35 1.44 3.66  -0.118
C -4.51 1.07 2.89  -0.136
C -4.42 0.07 1.98  -0.080
C -3.21 -0.65 1.77  -0.313
C -2.00 -0.28 2.53  -0.562
C -2.16 0.81 3.51  -0.127
C -3.01 -1.51 0.71  -0.150
C -1.79 -2.23 0.53  -0.351
C -1.67 -3.01 -0.78  -0.217
C -0.44 -3.17 -1.44  -0.099
C -0.35 -3.79 -2.67  -0.093
C -1.49 -4.31 -3.29  -0.124
C -2.71 -4.18 -2.64  -0.099
C -2.79 -3.55 -1.41  -0.057
H -3.42 2.24 4.38  0.086
H -5.45 1.60 3.04  0.079
H -5.29 -0.20 1.38  0.113
H -1.21 0.01 1.71  0.021
H -1.30 1.09 4.10  0.094
H -3.78 -1.55 -0.06  0.115
H 0.46 -2.79 -0.98  0.059
H 0.62 -3.87 -3.16  0.100
H -1.42 -4.79 -4.26  0.084
H -3.61 -4.59 -3.10  0.090
H -3.76 -3.47 -0.92  0.078
C -0.11 -0.20 -5.02  -0.052
C 1.10 -0.25 -4.11  -0.286
C 2.40 -0.28 -4.63  -0.057
C 3.47 -0.37 -3.75  -0.298
C 4.88 -0.42 -4.28  -0.072
C 3.26 -0.41 -2.37  -0.014
C 1.96 -0.37 -1.80  -0.286
C 0.90 -0.30 -2.75  -0.038
N 1.64 -0.42 -0.47  -0.079
C 2.64 -0.62 0.60  -0.443
C 3.71 0.49 0.77  -0.085
C 4.67 0.16 1.92  -0.294
C 3.88 0.09 3.24  -0.130
C 2.82 -1.00 3.12  -0.280
C 3.50 -2.35 2.88  -0.124
C 4.30 -2.29 1.57  -0.284
C 5.36 -1.19 1.67  -0.128
C 3.34 -1.99 0.41  -0.085
C 1.89 -0.69 1.94  -0.156
H 0.19 -0.07 -6.06  0.063
H -0.78 0.61 -4.74  0.077
H -0.68 -1.13 -4.95  0.075
H 2.56 -0.24 -5.70  0.094
H 4.89 -0.37 -5.37  0.061
H 5.38 -1.35 -3.98  0.072
H 5.48 0.41 -3.89  0.071
H 4.14 -0.50 -1.75  0.079
H -0.13 -0.30 -2.39  0.067
H 3.21 1.43 0.99  0.101
H 4.29 0.63 -0.14  0.099
H 5.42 0.95 1.99  0.128
H 3.41 1.06 3.44  0.115
H 4.56 -0.12 4.07  0.111
H 2.22 -1.05 4.03  0.134
H 2.73 -3.13 2.81  0.075
H 4.16 -2.60 3.72  0.114
H 4.79 -3.25 1.40  0.132
H 5.94 -1.14 0.74  0.113
H 6.05 -1.41 2.49  0.110
H 2.56 -2.76 0.36  0.094
H 3.89 -2.01 -0.53  0.102
H 1.38 0.27 2.10  0.113
H 1.14 -1.47 1.87  0.018

=====

Q: Which value of ΔE to the lowest compared entry with this formula, charge and spin does entry 3 give?
A: 0.00 kcal/mol

=====

Q: Look up the total charge of the fourth one.
A: -2